1.
{"formula": "C20H38NO2P3Pt", "method": "ωB97M-V with the def2-TZVPD basis set", "charge": 4, "spin_multiplicity": 5, "lumo_ev": [-11.738, -14.510], "s2": 6.012, "symbols": ["P", "C", "H", "H", "H", "C", "H", "H", "H", "C", "H", "H", "H", "P", "C", "H", "H", "H", "C", "H", "H", "H", "C", "H", "H", "H", "P", "C", "H", "H", "H", "C", "H", "H", "H", "C", "H", "H", "H", "Pt", "C", "O", "C", "O", "C", "C", "C", "C", "C", "C", "H", "H", "H", "H", "H", "H", "C", "C", "C", "N", "H", "H", "H", "H", "H"], "coordinates": [[-3.314, 1.434, -0.159], [-4.528, 0.425, 0.700], [-5.430, 1.017, 0.923], [-4.091, 0.046, 1.637], [-4.803, -0.429, 0.060], [-2.569, 2.620, 0.954], [-1.926, 3.307, 0.386], [-1.966, 2.091, 1.713], [-3.364, 3.206, 1.448], [-4.012, 2.195, -1.616], [-4.741, 2.965, -1.313], [-4.527, 1.441, -2.229], [-3.221, 2.664, -2.219], [0.926, -1.585, -2.935], [-0.070, -2.854, -2.129], [0.137, -3.836, -2.572], [-1.133, -2.630, -2.238], [0.183, -2.868, -1.068], [0.268, -1.379, -4.601], [0.810, -0.563, -5.095], [-0.789, -1.087, -4.529], [0.352, -2.302, -5.185], [2.619, -2.207, -3.021], [2.695, -3.067, -3.696], [2.942, -2.500, -2.013], [3.274, -1.398, -3.365], [2.596, -0.265, 2.568], [2.251, -1.562, 3.766], [2.785, -1.359, 4.706], [2.588, -2.529, 3.364], [1.169, -1.611, 3.957], [4.349, -0.131, 2.230], [4.881, 0.140, 3.157], [4.545, 0.639, 1.469], [4.737, -1.094, 1.867], [1.882, 1.291, 3.085], [2.126, 1.464, 4.148], [0.786, 1.269, 2.964], [2.308, 2.112, 2.488], [1.304, 0.768, -2.289], [-2.041, 0.195, -0.596], [-1.433, -0.799, -0.525], [1.699, -0.894, 1.101], [0.925, -1.528, 0.500], [3.031, 1.990, -2.071], [2.261, 2.004, -0.873], [0.888, 2.335, -0.918], [0.262, 2.603, -2.160], [1.025, 2.587, -3.355], [2.402, 2.266, -3.308], [4.064, 1.660, -2.050], [2.709, 1.668, 0.060], [0.287, 2.259, -0.018], [-0.821, 2.732, -2.210], [0.528, 2.713, -4.319], [2.964, 2.142, -4.235], [-2.981, -2.714, 3.030], [-1.968, -1.850, 3.789], [-1.479, -0.717, 3.027], [-1.098, 0.237, 2.478], [-3.832, -2.114, 2.691], [-3.371, -3.509, 3.671], [-2.514, -3.181, 2.157], [-2.426, -1.464, 4.713], [-1.107, -2.460, 4.102]], "forces_ev_per_angstrom": [[-0.90, -1.48, 1.33], [-0.59, 0.21, 0.14], [0.20, -0.24, -0.02], [-0.09, 0.21, -0.33], [0.02, 0.29, 0.17], [0.67, 0.15, -0.05], [-0.25, -0.04, 0.19], [-0.39, 0.20, -0.29], [0.14, -0.25, -0.27], [0.32, -0.19, -0.54], [0.24, -0.25, 0.09], [0.11, 0.19, 0.18], [-0.32, -0.05, 0.16], [0.06, 0.08, -0.69], [-0.11, 0.08, 0.39], [0.10, 0.27, -0.08], [0.14, -0.05, -0.03], [-0.15, -0.21, -0.21], [-0.04, 0.02, -0.28], [-0.09, -0.31, -0.11], [0.22, -0.13, -0.04], [-0.03, 0.16, 0.03], [0.28, -0.02, 0.03], [0.01, 0.12, 0.12], [-0.06, -0.01, -0.23], [-0.01, -0.33, -0.08], [-0.90, -1.56, 1.21], [0.36, -0.01, 0.52], [-0.15, -0.15, -0.15], [-0.03, 0.25, 0.12], [0.35, 0.13, -0.09], [0.11, -0.11, -0.63], [-0.32, -0.07, -0.16], [-0.03, -0.20, 0.29], [-0.08, 0.22, 0.16], [-0.28, 0.49, -0.50], [0.06, -0.20, -0.35], [0.46, -0.06, 0.13], [-0.10, -0.18, 0.28], [-2.05, -8.00, -0.11], [0.76, 1.95, -1.29], [-0.77, -0.19, 0.59], [1.20, 1.89, -1.01], [0.04, -0.34, 0.98], [0.88, 1.01, 0.45], [0.86, 1.38, 0.65], [-0.11, 1.29, 0.79], [-0.56, 1.57, 0.09], [-0.39, 1.37, -0.84], [0.99, 1.23, -0.84], [-0.04, 0.03, -0.02], [-0.10, 0.13, -0.27], [0.05, -0.04, -0.04], [0.41, -0.01, -0.01], [0.15, -0.01, 0.24], [-0.12, 0.09, 0.18], [-0.10, -0.09, -0.39], [-0.21, -0.57, 0.62], [0.50, 1.55, -0.52], [-0.44, -1.56, 0.48], [0.10, -0.12, 0.10], [0.16, 0.22, -0.04], [-0.11, 0.05, 0.12], [0.20, 0.04, -0.22], [-0.18, 0.17, -0.08]]}

***

2.
{"formula": "C20H39N2O2RhSSb", "method": "ωB97M-V with the def2-TZVPD basis set", "charge": 3, "spin_multiplicity": 5, "lumo_ev": [-8.179, -12.181], "s2": 6.023, "symbols": ["Rh", "C", "C", "O", "N", "C", "C", "C", "C", "C", "C", "N", "H", "H", "H", "H", "H", "H", "H", "H", "H", "H", "C", "C", "Sb", "C", "C", "C", "C", "H", "H", "H", "H", "H", "H", "H", "H", "H", "H", "H", "H", "H", "H", "H", "C", "C", "C", "S", "O", "C", "C", "C", "H", "H", "H", "H", "H", "H", "H", "H", "H", "H", "H", "H", "H", "H"], "coordinates": [[-0.227, -0.338, -0.469], [0.586, -1.966, 3.637], [-0.226, -1.591, 2.441], [0.297, -0.928, 1.506], [-1.496, -1.983, 2.397], [-2.400, -1.677, 1.300], [-2.208, -2.533, 0.069], [-2.748, -3.799, -0.035], [-2.558, -4.529, -1.199], [-1.838, -3.963, -2.242], [-1.318, -2.699, -2.074], [-1.492, -1.994, -0.939], [1.462, -1.328, 3.700], [0.913, -3.003, 3.529], [0.004, -1.888, 4.555], [-1.848, -2.510, 3.183], [-2.280, -0.621, 1.036], [-3.420, -1.786, 1.664], [-3.331, -4.205, 0.782], [-2.979, -5.521, -1.297], [-1.683, -4.491, -3.172], [-0.755, -2.218, -2.863], [-2.008, 1.735, -3.189], [-0.965, 2.709, -2.634], [-0.556, 2.381, -0.577], [-2.334, 3.492, 0.467], [-3.477, 2.534, 0.525], [0.654, 4.184, -0.012], [0.456, 5.304, -0.994], [-2.130, 1.887, -4.261], [-2.989, 1.873, -2.735], [-1.720, 0.688, -3.042], [-1.276, 3.749, -2.739], [-0.002, 2.606, -3.135], [-2.407, 4.311, -0.252], [-1.918, 3.813, 1.418], [-3.741, 2.087, -0.435], [-4.347, 3.143, 0.824], [-3.348, 1.765, 1.283], [1.630, 3.701, -0.034], [0.347, 4.407, 1.006], [0.748, 5.044, -2.010], [1.115, 6.118, -0.668], [-0.554, 5.713, -0.992], [4.867, -1.054, 0.876], [3.518, -0.466, 0.464], [3.444, -0.385, -1.054], [1.881, 0.247, -1.646], [1.695, 1.673, -1.081], [2.109, 0.343, -3.436], [2.650, 1.698, -3.907], [4.084, 2.017, -3.493], [4.946, -1.088, 1.960], [5.694, -0.448, 0.503], [4.991, -2.070, 0.498], [3.397, 0.534, 0.884], [2.700, -1.081, 0.845], [3.540, -1.363, -1.536], [4.188, 0.291, -1.480], [1.134, 0.112, -3.869], [2.793, -0.477, -3.669], [1.976, 2.494, -3.591], [2.578, 1.654, -4.995], [4.169, 2.240, -2.428], [4.433, 2.896, -4.032], [4.765, 1.200, -3.740]], "forces_ev_per_angstrom": [[-0.33, -0.27, 0.40], [-0.02, 0.01, -0.03], [0.01, 0.03, -0.07], [0.05, -0.01, 0.06], [0.06, -0.03, -0.06], [-0.05, -0.01, 0.08], [0.08, 0.11, -0.07], [-0.10, -0.02, 0.01], [-0.01, -0.02, -0.02], [-0.04, -0.07, -0.03], [-0.05, 0.15, 0.12], [0.14, -0.17, -0.15], [0.01, 0.01, 0.01], [0.02, 0.00, 0.00], [0.01, -0.01, 0.00], [-0.04, 0.00, 0.01], [-0.02, 0.06, -0.03], [0.00, -0.04, 0.04], [0.02, 0.01, -0.01], [0.00, 0.01, 0.00], [0.00, 0.00, 0.01], [0.03, 0.00, 0.00], [0.06, 0.08, -0.07], [-0.33, 0.01, 0.05], [0.80, -0.21, -0.38], [-0.50, 0.31, 0.14], [0.10, 0.06, -0.03], [-0.29, -0.24, 0.14], [0.10, 0.05, 0.07], [0.00, 0.01, 0.00], [0.02, 0.01, 0.01], [0.03, -0.01, 0.03], [-0.03, -0.01, -0.09], [-0.01, 0.02, 0.01], [0.03, -0.09, -0.03], [0.04, -0.07, -0.01], [0.00, 0.04, -0.01], [-0.02, -0.04, 0.01], [0.00, 0.00, 0.01], [0.07, 0.09, 0.00], [0.08, 0.06, 0.00], [0.00, -0.02, 0.00], [-0.03, 0.01, -0.04], [-0.01, -0.02, 0.00], [-0.02, 0.01, 0.03], [0.07, 0.00, -0.03], [0.04, 0.08, 0.02], [-0.25, 0.53, 0.32], [0.19, -0.34, -0.34], [-0.01, 0.09, -0.01], [0.06, -0.10, -0.07], [-0.03, -0.05, 0.00], [0.01, 0.00, 0.00], [-0.01, 0.00, 0.00], [0.00, 0.02, 0.00], [0.00, 0.01, 0.00], [-0.01, -0.03, -0.01], [-0.01, -0.01, 0.03], [0.08, -0.06, 0.03], [0.01, 0.06, -0.02], [-0.02, 0.00, -0.03], [0.04, 0.00, 0.01], [0.02, 0.01, -0.02], [-0.02, 0.01, -0.02], [-0.01, 0.01, 0.00], [-0.02, 0.01, -0.01]]}

***

3.
{"formula": "C20H39N3O2", "method": "ωB97M-V with the def2-TZVPD basis set", "lumo_ev": 0.700, "smiles": "CCCCN(C)CCNC(=O)[C@H](NC(=O)[C@H]1CC[C@H](C)CC1)C(C)C", "symbols": ["C", "C", "C", "C", "N", "C", "H", "H", "H", "C", "H", "C", "N", "C", "O", "C", "N", "C", "O", "C", "C", "C", "C", "C", "H", "H", "H", "C", "C", "H", "H", "H", "H", "H", "H", "H", "H", "H", "H", "H", "H", "C", "C", "H", "H", "H", "C", "H", "H", "H", "H", "H", "H", "H", "H", "H", "H", "H", "H", "H", "H", "H", "H", "H"], "coordinates": [[4.038, 1.169, -0.312], [3.019, 1.618, -1.353], [3.196, 0.895, -2.691], [2.537, -0.484, -2.698], [1.097, -0.408, -2.526], [0.536, -1.673, -2.103], [0.996, -1.975, -1.162], [0.689, -2.481, -2.837], [-0.534, -1.552, -1.941], [0.397, 0.149, -3.677], [1.045, 0.187, -4.562], [-0.137, 1.563, -3.393], [-0.915, 1.613, -2.175], [-2.117, 1.026, -2.071], [-2.714, 0.505, -2.993], [-2.658, 1.076, -0.625], [-1.916, 0.103, 0.162], [-0.729, 0.386, 0.734], [-0.186, 1.469, 0.596], [-0.168, -0.725, 1.604], [1.351, -0.608, 1.702], [1.919, -1.670, 2.637], [1.306, -1.557, 4.033], [1.873, -2.622, 4.968], [2.953, -2.524, 5.048], [1.445, -2.527, 5.963], [1.648, -3.618, 4.592], [-0.215, -1.676, 3.932], [-0.788, -0.610, 3.003], [-0.568, 0.382, 3.404], [-1.875, -0.713, 2.942], [-0.661, -1.572, 4.924], [-0.474, -2.668, 3.552], [1.549, -0.569, 4.439], [3.003, -1.558, 2.701], [1.710, -2.664, 2.233], [1.600, 0.388, 2.070], [1.786, -0.707, 0.707], [-0.437, -1.696, 1.173], [-2.288, -0.832, 0.198], [-2.427, 2.062, -0.205], [-4.165, 0.813, -0.553], [-4.916, 1.907, -1.308], [-4.708, 2.882, -0.873], [-5.988, 1.728, -1.257], [-4.619, 1.917, -2.352], [-4.639, 0.757, 0.898], [-4.150, -0.041, 1.452], [-5.712, 0.586, 0.933], [-4.425, 1.700, 1.398], [-4.365, -0.146, -1.043], [-0.429, 1.849, -1.316], [0.677, 2.280, -3.290], [-0.782, 1.859, -4.226], [-0.464, -0.478, -3.923], [2.938, -1.070, -1.868], [2.804, -1.010, -3.634], [4.261, 0.769, -2.901], [2.775, 1.496, -3.497], [3.130, 2.693, -1.506], [2.011, 1.432, -0.981], [3.850, 1.665, 0.637], [5.049, 1.414, -0.634], [3.984, 0.095, -0.149]], "forces_ev_per_angstrom": [[-0.18, 0.12, -0.10], [0.19, -0.02, -0.11], [-0.16, -0.10, 0.18], [0.12, 0.17, -0.08], [0.06, -0.09, -0.03], [0.02, 0.01, -0.02], [0.01, -0.08, 0.07], [-0.03, -0.03, 0.01], [-0.07, -0.07, 0.01], [-0.12, 0.35, 0.10], [-0.01, -0.05, 0.00], [-0.14, -0.35, -0.27], [0.38, 0.22, -0.12], [-0.02, 0.38, 0.61], [-0.16, -0.27, -0.34], [-0.20, -0.06, -0.20], [-0.35, -0.04, -0.21], [-0.04, -0.61, 0.09], [0.23, 0.37, 0.13], [0.25, 0.46, 0.12], [-0.08, -0.27, -0.11], [-0.05, 0.36, 0.12], [-0.01, -0.47, -0.03], [-0.06, 0.29, -0.10], [0.13, -0.05, 0.04], [-0.02, -0.05, 0.14], [-0.02, -0.14, -0.04], [0.13, 0.39, 0.06], [-0.12, -0.33, -0.03], [-0.03, 0.08, 0.00], [-0.02, 0.08, 0.01], [-0.03, -0.08, 0.03], [-0.02, -0.11, 0.02], [-0.01, 0.05, -0.02], [0.05, -0.08, -0.02], [0.03, -0.12, 0.00], [0.02, 0.05, -0.05], [0.07, 0.10, -0.07], [-0.03, -0.01, -0.02], [0.12, -0.01, 0.10], [-0.07, -0.10, -0.03], [0.11, 0.18, 0.08], [0.14, -0.26, -0.08], [-0.01, 0.15, 0.09], [-0.12, 0.03, 0.01], [-0.03, 0.06, -0.10], [0.10, -0.12, -0.23], [0.00, -0.04, 0.13], [-0.11, 0.00, 0.04], [0.01, 0.12, 0.11], [0.03, 0.02, -0.01], [-0.17, -0.02, 0.00], [-0.01, 0.00, -0.04], [0.13, 0.09, 0.02], [0.07, 0.01, -0.02], [0.02, -0.06, -0.01], [-0.03, -0.04, 0.10], [0.03, 0.04, -0.10], [0.04, 0.01, -0.12], [-0.08, 0.04, 0.02], [-0.07, 0.09, 0.02], [0.04, 0.00, 0.15], [0.12, -0.01, 0.00], [0.04, -0.16, 0.07]]}

***

4.
{"formula": "C20H39N7O2S3Se2Tc", "method": "ωB97M-V with the def2-TZVPD basis set", "charge": 2, "spin_multiplicity": 2, "lumo_ev": [-5.193, -5.292], "s2": 0.761, "symbols": ["Tc", "C", "S", "C", "S", "N", "N", "C", "C", "C", "C", "C", "C", "N", "H", "H", "H", "H", "H", "H", "H", "H", "O", "C", "C", "C", "O", "C", "Se", "C", "Se", "H", "H", "H", "H", "H", "H", "H", "H", "H", "H", "C", "C", "N", "C", "S", "N", "C", "C", "H", "H", "H", "H", "H", "H", "H", "H", "H", "H", "H", "H", "N", "C", "C", "N", "H", "H", "H", "H", "H", "H", "H", "H", "H"], "coordinates": [[-0.720, 1.162, -0.741], [-4.574, -0.251, 2.774], [-3.052, 0.443, 3.438], [-2.135, 0.862, 2.014], [-2.819, 0.762, 0.435], [-0.916, 1.246, 2.316], [-0.187, 1.640, 1.211], [0.978, 2.144, 1.436], [1.800, 2.427, 0.272], [3.048, 3.023, 0.368], [3.785, 3.235, -0.786], [3.246, 2.846, -2.002], [1.992, 2.259, -2.028], [1.274, 2.044, -0.918], [-5.140, -0.573, 3.647], [-4.370, -1.105, 2.134], [-5.143, 0.501, 2.234], [1.330, 2.306, 2.449], [3.430, 3.309, 1.338], [4.763, 3.693, -0.735], [3.785, 2.981, -2.928], [1.543, 1.921, -2.955], [-0.343, -3.900, -3.890], [0.818, -3.092, -3.837], [0.507, -1.842, -2.997], [1.788, -1.014, -2.879], [2.144, -0.347, -4.076], [0.098, -2.363, -1.616], [-0.182, -1.093, -0.148], [-0.628, -1.093, -3.708], [-1.045, 0.738, -3.146], [-0.195, -4.642, -4.484], [1.124, -2.774, -4.840], [1.653, -3.637, -3.378], [2.604, -1.654, -2.521], [1.631, -0.236, -2.131], [2.721, -0.904, -4.605], [0.825, -3.075, -1.223], [-0.861, -2.878, -1.678], [-1.539, -1.683, -3.650], [-0.367, -0.988, -4.759], [0.395, -0.940, 5.468], [0.053, -1.784, 4.254], [0.715, -1.287, 3.036], [1.639, -1.848, 2.289], [1.975, -1.189, 0.681], [2.414, -2.864, 2.636], [2.722, -3.411, 3.968], [2.148, -4.802, 4.173], [-0.148, -1.310, 6.337], [0.102, 0.097, 5.302], [1.462, -0.962, 5.695], [-1.017, -1.722, 4.050], [0.293, -2.833, 4.389], [0.323, -0.409, 2.699], [2.954, -3.247, 1.873], [2.378, -2.707, 4.719], [3.809, -3.438, 4.040], [1.061, -4.811, 4.096], [2.427, -5.172, 5.159], [2.544, -5.498, 3.432], [-4.514, 4.126, -3.389], [-3.184, 4.393, -2.722], [-2.853, 3.213, -1.819], [-1.465, 3.213, -1.351], [-4.779, 4.878, -4.028], [-5.263, 4.024, -2.699], [-4.472, 3.255, -3.927], [-3.273, 5.341, -2.194], [-2.458, 4.495, -3.527], [-2.999, 2.285, -2.380], [-3.508, 3.178, -0.947], [-1.326, 3.890, -0.607], [-0.829, 3.449, -2.109]], "forces_ev_per_angstrom": [[0.08, 0.02, 0.14], [0.00, 0.00, 0.00], [0.00, 0.01, 0.00], [0.04, -0.04, 0.02], [0.06, 0.02, 0.01], [-0.03, -0.01, -0.02], [0.02, -0.01, -0.07], [-0.02, -0.01, 0.01], [-0.01, -0.01, 0.00], [0.02, 0.00, 0.00], [-0.01, 0.00, -0.01], [0.00, 0.00, 0.00], [-0.01, 0.02, -0.01], [-0.04, 0.01, 0.02], [0.00, 0.00, 0.00], [0.00, 0.00, 0.00], [0.00, 0.00, 0.00], [0.00, 0.00, 0.00], [0.00, 0.00, 0.00], [0.00, 0.00, 0.00], [0.00, 0.00, 0.00], [0.01, 0.01, 0.01], [0.00, 0.00, 0.00], [0.00, 0.02, 0.00], [-0.01, -0.05, 0.02], [0.01, -0.01, 0.03], [0.02, 0.02, -0.01], [-0.06, 0.03, -0.06], [0.09, 0.01, 0.08], [0.01, 0.00, 0.01], [-0.03, -0.04, -0.14], [0.00, 0.01, 0.00], [0.00, -0.01, 0.00], [0.00, 0.00, 0.00], [0.01, 0.00, -0.01], [0.00, -0.03, -0.02], [0.00, -0.01, -0.01], [0.00, 0.01, -0.02], [0.01, 0.00, -0.02], [0.00, 0.00, 0.00], [0.00, 0.00, 0.00], [0.01, 0.00, 0.00], [-0.02, 0.00, -0.04], [0.04, 0.04, 0.01], [0.05, 0.02, 0.00], [-0.14, 0.01, 0.03], [-0.01, -0.02, 0.00], [0.01, 0.00, 0.00], [0.00, 0.00, 0.00], [0.00, 0.01, 0.00], [0.00, 0.00, 0.01], [0.00, 0.00, 0.00], [0.00, -0.01, 0.00], [0.01, 0.00, 0.00], [-0.05, -0.02, -0.02], [-0.01, 0.00, 0.01], [0.00, 0.00, -0.01], [0.00, 0.00, 0.00], [0.00, 0.00, 0.00], [0.00, 0.00, 0.00], [0.00, 0.00, 0.00], [0.00, 0.00, -0.01], [0.00, 0.00, 0.00], [-0.02, 0.01, 0.00], [0.02, -0.04, 0.00], [0.00, 0.00, 0.00], [0.00, 0.00, 0.00], [0.01, 0.00, 0.00], [-0.01, 0.00, 0.00], [0.00, 0.00, 0.00], [-0.02, 0.01, 0.01], [0.00, 0.02, 0.01], [-0.01, 0.01, 0.01], [0.00, 0.01, 0.00]]}

***

The following energy above the lowest of the compared OMol25 structures with the same formula, charge and spin values (in kJ/mol) correspond, in order, to the records above: 0.0, 283.3, 0.0, 0.0.